No. 1
# C10H15CaClN5O4

C10H15CaClN5O4 as an isolated structure at a distorted geometry (ωB97M-V/def2-TZVPD, OMol25).

Summary:
- net charge = +1
- HOMO energy (eV) = -11.4
- maximum force (eV/A) = 2.09

The geometry in XYZ format:
```
36
Properties=species:S:1:pos:R:3:forces:R:3:nbo_charge:R:1
Ca 19.254171 -2.087285 -4.965357 -0.960 -0.790 -1.678 1.81
Cl 17.095583 -3.395972 -7.804418 -0.975 -0.501 0.463 2.56
O 18.247085 -2.885814 -7.052166 0.955 0.579 0.539 -0.99
O 17.098812 -2.858173 -9.120389 0.222 0.193 -0.052 -0.81
O 17.195583 -4.829539 -7.828655 -0.200 0.515 0.147 -0.82
O 15.906064 -2.950787 -7.085787 0.367 -0.345 -0.244 -0.89
N 20.425150 -4.018243 -4.081704 0.033 0.237 0.251 -0.49
N 20.024348 0.060681 -5.601865 0.106 0.697 0.204 -0.52
N 21.314030 -2.602082 -6.439670 -0.631 0.221 0.497 -0.45
N 17.393953 -3.453562 -4.122830 0.379 0.157 0.128 -0.48
N 17.093258 -0.654567 -4.960001 1.269 0.006 0.347 -0.52
C 16.603929 -4.060150 -3.566076 -0.180 -0.399 0.551 0.43
C 23.672072 -2.380073 -7.490578 0.321 -0.748 0.161 -0.73
C 15.593173 -4.803479 -2.821964 0.076 -0.108 -0.186 -0.73
C 19.884549 1.189210 -5.750726 -0.161 -0.456 -0.168 0.46
C 21.737472 -5.453981 -2.331485 -0.174 -0.562 -1.494 -0.73
C 14.536206 -0.681166 -5.377581 0.349 -0.247 -0.461 -0.74
C 15.971605 -0.632350 -5.150356 -0.993 -0.018 -0.238 0.45
C 21.030741 -4.614125 -3.316516 0.307 -0.303 0.994 0.43
C 22.351053 -2.502381 -6.902162 0.481 0.101 -0.368 0.40
C 19.719722 2.606328 -5.986262 0.074 0.136 0.240 -0.74
H 14.870925 -5.165489 -3.553406 -0.264 0.102 0.246 0.28
H 22.582193 -4.978455 -1.849577 -0.181 0.308 0.144 0.27
H 24.338465 -1.864811 -6.801089 -0.098 0.345 -0.189 0.27
H 15.164536 -4.161534 -2.055054 -0.282 0.106 -0.241 0.27
H 20.708481 3.049435 -5.862762 -0.144 0.275 -0.230 0.27
H 19.295484 2.779889 -6.972610 0.233 -0.024 -0.110 0.28
H 22.131592 -6.264987 -2.956674 0.128 -0.051 0.289 0.28
H 14.143178 -1.480376 -4.751291 -0.241 0.218 0.088 0.26
H 14.082012 0.289620 -5.203541 -0.102 -0.072 0.217 0.26
H 19.036450 3.039732 -5.256984 0.061 -0.099 0.105 0.28
H 21.021234 -5.912809 -1.658025 0.017 0.240 0.265 0.27
H 23.626273 -1.935007 -8.479740 0.021 0.236 0.089 0.28
H 24.094617 -3.383790 -7.593129 -0.134 0.032 -0.112 0.27
H 15.999131 -5.664236 -2.292204 0.304 0.016 -0.242 0.27
H 14.383843 -0.977604 -6.417869 0.017 0.006 0.047 0.30
```
Positions in Å, forces in eV/Å.

=====

No. 2
# C10H15ClO

A 2-piece molecular cluster, C10H15ClO overall at a distorted geometry (ωB97M-V/def2-TZVPD, OMol25).

Summary:
- HOMO energy (spin up / spin down) (eV) = -7.3 / -7.5
- maximum force (eV/A) = 4.80

The geometry in XYZ format:
```
27
Properties=species:S:1:pos:R:3:forces:R:3:nbo_charge:R:1
Cl 0.304838 -2.068266 -3.281434 1.369 -0.825 -0.372 0.14
O 1.281431 0.369623 -1.402119 -1.174 0.337 0.094 -0.38
C -1.926341 -0.371553 0.466776 1.538 -0.496 1.295 -0.60
C -2.295951 -1.181103 -3.034623 0.086 -0.120 -0.469 -0.24
C 0.568510 -0.087358 0.996121 1.834 0.082 2.336 -0.13
C 2.582206 0.465357 -1.437560 1.027 -1.062 4.069 -0.11
C -0.900457 1.895150 0.073195 -0.649 1.013 -0.005 -0.62
C 0.531567 -0.113956 -0.422957 -0.066 -0.271 -1.510 0.26
C -0.663277 0.438620 0.207099 -0.484 -0.914 0.938 -0.07
C 0.385042 -1.455294 1.611234 0.480 0.180 4.773 -0.60
C 1.525332 0.853020 1.801240 -1.571 1.507 0.629 -0.61
C -1.256490 -1.703399 -3.306574 -0.557 0.701 0.672 -0.14
H 0.417509 -2.288171 0.993184 -0.138 -1.245 -1.562 0.22
H -0.833352 2.049478 -1.009802 -0.095 0.867 0.238 0.22
H 3.010352 0.558609 -2.332852 1.100 0.655 -3.614 0.15
H 1.354272 1.949524 1.538090 0.528 -1.464 0.053 0.21
H -0.518840 -1.539718 2.267805 0.311 0.195 -0.906 0.21
H 1.121935 -1.725026 2.472925 -0.405 0.847 -1.689 0.21
H 2.554640 0.606387 1.635037 0.578 -0.106 -0.272 0.21
H 1.399241 0.871713 2.934082 -0.271 -0.561 -1.390 0.22
H -2.748100 0.243738 0.354398 -1.896 1.082 -0.888 0.21
H -1.912636 2.226353 0.444972 1.025 -0.449 -0.415 0.21
H -0.152096 2.464437 0.633085 -0.173 0.192 -0.547 0.21
H -1.996917 -0.651874 1.546748 0.177 -0.017 -0.901 0.21
H -3.157019 -0.601394 -2.933958 -0.887 0.204 0.137 0.23
H -1.942857 -1.237332 -0.155131 -0.383 -0.717 -0.288 0.22
H 3.267459 0.032433 -0.658985 -1.305 0.386 -0.406 0.14
```
Positions in Å, forces in eV/Å.

=====

No. 3
# C10H15CuN3OP

C10H15CuN3OP as an isolated structure at a distorted geometry (ωB97M-V/def2-TZVPD, OMol25).

Summary:
- net charge = -1
- HOMO energy (spin up / spin down) (eV) = -1.2 / -2.7
- spin multiplicity = 2
- maximum force (eV/A) = 2.93
- ⟨S²⟩ = 0.761

The geometry in XYZ format:
```
31
Properties=species:S:1:pos:R:3:forces:R:3:nbo_charge:R:1
Cu -1.537961 0.240629 -1.174799 0.750 -0.191 -0.465 0.81
P -2.834974 -1.322842 -1.736739 -0.116 0.150 -0.212 0.00
O -1.375963 2.050634 -0.121380 0.050 0.005 0.347 -0.79
N 0.417102 -1.933568 1.088713 0.235 -1.851 -0.436 -0.81
N -0.729413 1.816235 2.079298 -0.540 1.875 -1.662 -0.43
N -0.515380 0.077959 0.516869 -0.700 1.558 -0.513 -0.78
C 2.160661 -1.832809 -2.552263 -0.267 0.437 0.394 -0.38
C 3.220192 -1.086391 -1.975603 -0.565 0.424 -0.459 -0.36
C 1.047431 -0.957290 -2.711545 0.552 0.760 0.401 -0.40
C -0.100558 -0.331136 2.835224 0.514 -1.815 -1.798 -0.39
C -0.437384 0.959230 3.108965 -0.276 0.789 2.363 -0.17
C -0.879955 1.349003 0.817065 0.307 -0.729 -0.157 0.76
C 1.444678 0.359401 -2.261080 0.462 -1.277 -0.274 -0.37
C -0.056611 -0.734089 1.476870 0.244 0.487 2.882 0.35
C 2.801572 0.265154 -1.831334 -0.782 -0.504 -0.145 -0.35
C -1.062241 3.212143 2.345344 0.226 -0.556 -0.106 -0.40
H -4.141246 -0.780196 -1.821665 -0.093 -0.685 -0.091 0.00
H -0.351144 3.571016 3.093438 -0.144 0.145 -0.001 0.19
H -0.955765 3.773582 1.416864 -0.032 -0.046 0.175 0.23
H 0.074018 -1.238516 -3.111639 0.158 0.097 -0.062 0.17
H -2.091670 3.318546 2.713027 0.124 -0.004 0.053 0.18
H 0.832075 1.258558 -2.240948 0.062 -0.114 -0.067 0.18
H 0.524605 -2.163087 0.101067 0.187 0.424 0.420 0.42
H 0.139392 -1.044107 3.611808 0.130 0.104 0.067 0.20
H -2.964977 -2.223334 -0.643159 -0.187 0.075 -0.514 0.02
H -2.782291 -2.209170 -2.855731 -0.256 0.231 0.473 0.02
H 0.844775 -2.547231 1.776128 -0.173 0.467 -0.539 0.38
H 4.204469 -1.464383 -1.753919 0.188 -0.070 0.048 0.18
H -0.485365 1.416932 4.096557 0.053 -0.338 -0.246 0.18
H 3.404227 1.089496 -1.456851 -0.108 -0.174 0.010 0.18
H 2.187701 -2.890371 -2.828579 -0.004 0.324 0.116 0.18
```
Positions in Å, forces in eV/Å.

=====

No. 4
# C10H15CuO10

C10H15CuO10 as an isolated structure at a distorted geometry (ωB97M-V/def2-TZVPD, OMol25).

Summary:
- net charge = -3
- HOMO energy (spin up / spin down) (eV) = -0.3 / -0.3
- spin multiplicity = 2
- maximum force (eV/A) = 3.44
- ⟨S²⟩ = 0.757

The geometry in XYZ format:
```
36
Properties=species:S:1:pos:R:3:forces:R:3:nbo_charge:R:1
Cu 0.566760 -0.439825 -0.064873 0.168 -0.256 0.135 0.97
O 4.252600 -0.989655 -2.213653 0.864 -0.196 -0.152 -0.80
O -2.001380 2.641395 -1.028663 0.237 -1.158 -0.383 -0.41
O -1.575870 -1.746565 3.110197 -2.379 1.356 0.073 -0.81
O 1.696350 2.426035 2.963867 -0.643 -1.983 -1.935 -0.76
O -1.317390 4.471965 -1.765793 0.337 -0.027 -0.447 -0.31
O 0.124840 -3.003325 3.230637 2.038 -2.165 0.782 -0.78
O -1.662950 -2.177145 -4.933433 -0.844 0.936 -1.873 -0.79
O -1.168440 -3.375735 -3.204803 0.470 -1.165 1.878 -0.79
O 2.670640 4.167495 3.880437 -0.249 0.534 0.708 -0.82
O 3.234620 0.434035 -3.537953 0.473 0.605 -1.119 -0.78
C 5.065610 -0.834815 -4.420853 1.145 0.552 -0.628 -0.72
C -1.600360 -3.251075 4.954307 1.224 0.060 -0.303 -0.74
C -2.518700 -4.382895 -4.828723 -0.721 -0.181 -1.316 -0.73
C -1.984470 3.846415 -0.896763 -1.649 2.033 2.235 0.75
C -1.725610 -3.231805 -4.294943 1.223 0.859 0.960 0.73
C -2.759160 4.647755 0.217407 0.985 -0.753 -0.661 -0.74
C 0.698180 3.228755 4.919187 -0.387 -0.710 0.624 -0.74
C 1.780050 3.278795 3.821567 0.846 1.438 1.009 0.75
C -0.960250 -2.653355 3.688517 0.020 1.372 -1.213 0.74
C 4.148870 -0.390065 -3.322533 -2.012 -0.559 2.340 0.73
H -3.554910 -4.169025 -4.566743 -0.194 -0.397 0.228 0.20
H -1.764480 -2.446405 5.671017 -0.470 0.020 -0.144 0.20
H -2.582880 5.711905 0.060517 -0.227 -0.024 -0.107 0.22
H -0.833670 -3.892305 5.389197 -0.354 -0.501 0.094 0.20
H 0.302190 2.218665 5.024087 0.062 -0.247 -0.402 0.21
H 4.481440 -1.226855 -5.253413 0.145 -0.206 0.032 0.21
H -2.487300 -4.292225 -5.914483 -0.032 -0.241 -0.229 0.19
H 5.861290 -1.487755 -4.062143 -0.454 -0.556 0.027 0.19
H -0.181100 3.823825 4.672517 0.131 0.434 0.004 0.19
H 1.053290 3.440415 5.927747 0.191 0.677 -0.057 0.18
H -2.506180 -3.764965 4.632607 -0.029 -0.029 0.430 0.20
H 5.639990 0.016555 -4.786033 -0.235 0.423 -0.323 0.18
H -3.816020 4.384095 0.257817 0.031 0.072 -0.459 0.23
H -2.383040 4.398445 1.209617 0.359 -0.184 -0.133 0.26
H -2.192550 -5.380745 -4.535453 -0.070 0.169 0.327 0.19
```
Positions in Å, forces in eV/Å.

=====

No. 5
# C10H15N2

A 2-piece molecular cluster, C10H15N2 overall at a distorted geometry (ωB97M-V/def2-TZVPD, OMol25).

Summary:
- net charge = +1
- HOMO energy (spin up / spin down) (eV) = -10.1 / -13.0
- spin multiplicity = 3
- maximum force (eV/A) = 5.64
- ⟨S²⟩ = 2.037

The geometry in XYZ format:
```
27
Properties=species:S:1:pos:R:3:forces:R:3:nbo_charge:R:1
N -0.914141 -0.832938 -1.148284 -1.984 0.866 -1.246 -0.46
N 1.444803 -1.166357 -1.439772 3.533 -1.156 -1.947 -0.65
C -0.493854 -2.394362 0.711668 0.599 -0.714 1.233 -0.68
C -1.948053 1.124127 0.394284 0.547 0.338 4.547 -0.06
C -2.180694 1.142815 -0.995239 0.095 0.001 -1.267 0.04
C -1.278665 0.035371 1.019508 -1.252 1.516 0.705 -0.21
C -1.532265 0.178575 -1.744088 -0.837 -0.538 -1.642 0.01
C 2.295915 -0.616321 -0.444480 -0.074 0.122 1.064 0.13
C 1.974599 0.279918 -1.534602 -1.826 -0.987 1.208 -0.25
C -2.429381 2.250715 1.303481 -4.282 -0.677 -3.615 -0.63
C -0.981047 -1.039637 0.244601 1.641 -1.542 1.826 0.23
C 3.018814 -0.989399 0.605182 1.470 0.167 0.461 -0.42
H -1.197898 0.072598 2.145094 -0.038 -0.424 -1.478 0.25
H 3.780128 -0.323453 1.193349 -1.911 -1.062 -1.403 0.25
H 0.601745 -2.761834 0.389615 -2.609 1.072 0.458 0.25
H -2.725290 1.993320 -1.373702 -0.064 -0.147 -0.570 0.24
H 3.088739 -2.072230 0.847791 -0.299 0.911 -0.060 0.23
H -2.848264 3.110428 0.673371 0.690 -1.040 0.796 0.22
H -1.458971 0.138051 -2.843374 -0.177 0.514 0.608 0.24
H 1.861648 -1.921966 -2.086344 -0.450 1.627 1.282 0.41
H -1.678903 2.608633 1.858342 2.746 1.301 2.390 0.23
H 1.126179 0.949324 -1.636957 0.140 0.202 0.705 0.21
H -3.316781 1.943177 1.923746 0.972 0.105 -0.309 0.24
H 2.788911 0.575015 -2.084449 1.751 0.180 -1.830 0.23
H 0.025565 -1.027375 -1.531481 0.711 -1.123 -0.175 0.43
H -1.250774 -3.155620 0.435769 0.559 0.144 -0.388 0.26
H -0.551268 -2.448186 1.846730 0.351 0.345 -1.354 0.25
```
Positions in Å, forces in eV/Å.

=====

No. 6
# C10H15N2O2S

An isolated ion of composition C10H15N2O2S and charge +1 at a distorted geometry (ωB97M-V/def2-TZVPD, OMol25).

Summary:
- net charge = +1
- HOMO energy (spin up / spin down) (eV) = -11.3 / -11.3
- maximum force (eV/A) = 4.81

The geometry in XYZ format:
```
30
Properties=species:S:1:pos:R:3:forces:R:3:nbo_charge:R:1
S 5.175056 1.514482 0.389050 -0.332 -1.287 -0.271 0.49
O 2.616997 -1.560949 -0.153907 2.513 1.486 0.336 -0.46
O 2.061021 0.627101 0.218324 3.231 -1.146 0.013 -0.47
N 6.682376 -0.513720 -0.166197 1.100 -0.449 0.292 -0.40
N -0.160893 -0.262791 0.539751 -0.276 1.794 -0.668 -0.39
C 2.987340 -0.292516 -0.010906 -3.349 1.250 1.323 0.77
C 6.717950 0.731330 0.168914 -4.687 -1.034 -0.297 -0.04
C -3.644024 1.396071 -0.071709 -1.881 -0.509 -0.103 -0.63
C 5.442983 -0.982590 -0.206528 -3.119 0.106 -1.921 0.08
C -1.713623 0.079759 0.604185 1.911 -0.009 -0.957 -0.18
C 0.296818 -1.141912 -0.552984 -0.985 -0.238 -1.170 -0.28
C 0.653117 1.008997 0.325097 -0.038 -0.938 -0.690 -0.09
C -2.263433 0.896535 -0.546449 -1.530 -1.171 -0.774 -0.45
C 1.315194 -2.062211 -0.051336 1.011 -3.251 -0.590 -0.09
C 4.409226 -0.012642 0.021168 1.050 -0.610 -0.035 -0.41
H 1.587845 -3.024070 -0.689269 -1.959 1.610 1.354 0.26
H -4.565155 0.733954 0.000512 1.228 0.212 -1.267 0.23
H 0.029450 -0.808191 1.377065 -0.016 0.193 0.702 0.39
H 0.637689 1.663204 1.174413 -0.050 0.061 0.635 0.18
H -3.843840 2.309091 -0.636675 -0.560 -0.307 0.070 0.23
H -2.348795 0.225365 -1.447469 -0.022 0.874 0.656 0.22
H -3.713593 1.660222 0.966772 0.994 0.693 0.755 0.21
H -1.842076 1.850464 -0.858422 1.210 -0.590 0.402 0.26
H -1.875836 0.683049 1.473935 0.383 -0.122 0.905 0.23
H 7.441385 1.356190 0.418729 3.991 2.048 0.625 0.21
H 1.010145 -2.337395 0.987748 0.869 -0.198 -0.433 0.19
H 0.722568 -0.604853 -1.395564 -0.480 0.543 0.042 0.26
H 5.171416 -1.955086 -0.735790 0.721 1.141 1.348 0.24
H -2.169751 -0.911821 0.686084 -0.198 0.345 0.030 0.22
H -0.535106 -1.705659 -0.908264 -0.732 -0.498 -0.309 0.24
```
Positions in Å, forces in eV/Å.